No. 1
Density functional theory data (ωB97M-V with the def2-TZVPD basis set) for 8 unconnected molecules or ions with the total composition C38H49F21O16Si.

LUMO	0.022	eV
net charge	0
molecular weight	1188.84	g/mol
strongest force on any atom	0.15897	hartree/bohr
electronic energy	-5067.59213	Eh
SMILES	O=C(O)CCC[SiH2]c1ccccc1.CCOC(=O)C(F)(F)F.CCOC(=O)C(F)(F)F.CCOC(=O)C(F)(F)F.CCOC(=O)C(F)(F)F.CCOC(=O)C(F)(F)F.CCOC(=O)C(F)(F)F.CCOC(=O)C(F)(F)F

Each line ends with the Mulliken charge.
CARTESIAN COORDINATES (ANGSTROEM)
1 Si -1.31 4.10 -2.60  0.446
2 F 5.32 0.72 -9.48  -0.238
3 F 6.88 2.06 -8.74  -0.243
4 F 5.15 -2.61 5.27  -0.222
5 F -7.10 3.45 1.44  -0.227
6 F 0.19 -3.32 1.48  -0.331
7 F 5.00 -0.61 4.41  -0.267
8 F 10.42 -6.92 5.77  -0.238
9 F 5.11 7.32 2.51  -0.240
10 F -7.40 -1.50 -5.36  -0.248
11 F -7.70 1.40 1.87  -0.239
12 F 9.82 -8.74 6.80  -0.239
13 F -7.38 -1.11 -3.22  -0.201
14 F -9.03 -2.23 -4.12  -0.250
15 F 4.36 5.75 1.20  -0.222
16 F 6.44 6.39 1.07  -0.246
17 F 5.65 2.64 -10.44  -0.238
18 F 9.31 -8.46 4.70  -0.243
19 F -9.17 3.00 1.95  -0.256
20 F -1.99 -3.25 1.55  -0.263
21 F 6.62 -1.94 3.80  -0.285
22 F -0.93 -5.05 2.19  -0.254
23 O 4.34 -1.55 1.95  -0.273
24 O 3.90 -3.56 2.95  -0.560
25 O -8.21 3.58 4.53  -0.525
26 O 0.08 0.11 -2.92  -0.581
27 O 7.87 -6.02 5.54  -0.354
28 O 7.29 -7.57 7.12  -0.516
29 O 5.84 3.82 2.42  -0.339
30 O 4.35 1.85 -7.21  -0.321
31 O -9.97 0.27 -3.62  -0.309
32 O 6.15 5.30 4.15  -0.515
33 O -6.37 2.29 4.07  -0.241
34 O 4.12 3.80 -8.40  -0.514
35 O -0.35 -4.19 -1.13  -0.523
36 O -8.68 1.00 -5.37  -0.523
37 O 2.42 0.60 -3.30  -0.456
38 O -1.95 -5.59 -0.27  -0.313
39 C -7.88 2.69 2.26  0.891
40 C 1.18 0.75 -2.50  0.354
41 C -0.13 4.13 -1.08  -0.574
42 C 4.42 -2.45 2.97  0.355
43 C -1.11 -7.21 -1.87  -1.084
44 C -5.92 2.46 5.42  -0.222
45 C 2.11 -1.74 1.03  -0.909
46 C -3.84 2.56 -3.44  -0.555
47 C -6.63 1.49 6.34  -1.081
48 C 6.25 2.74 3.27  -0.206
49 C -8.95 0.15 -4.53  0.396
50 C -4.63 1.83 -0.23  -0.384
51 C -2.16 -6.15 -1.57  -0.191
52 C -10.73 1.49 -3.68  -0.187
53 C -5.55 1.28 -1.46  -0.171
54 C 8.08 -7.15 6.29  0.366
55 C 9.40 -7.81 5.90  0.859
56 C 5.84 5.07 2.98  0.349
57 C -11.79 1.39 -4.77  -1.102
58 C -0.93 -4.06 1.25  0.823
59 C 4.60 2.68 -8.27  0.368
60 C -2.92 3.07 -2.15  0.460
61 C 6.63 -5.32 5.78  0.030
62 C 5.60 2.03 -9.23  0.850
63 C -3.27 2.75 -0.58  -0.238
64 C -5.19 1.65 -3.05  -0.204
65 C 1.06 1.63 -1.11  -0.028
66 C 1.27 3.24 -1.30  -0.453
67 C -1.01 -4.60 -0.18  0.425
68 C 3.46 2.36 -6.21  -0.073
69 C 2.01 2.17 -6.63  -0.901
70 C 5.09 2.29 4.14  -0.925
71 C 5.29 -1.91 4.11  0.929
72 C 3.59 -1.96 0.80  -0.232
73 C -8.20 -1.16 -4.31  0.843
74 C -7.55 2.91 3.74  0.307
75 C 5.44 6.13 1.95  0.864
76 C 6.76 -4.42 7.00  -1.116
77 H -6.23 1.56 7.36  0.365
78 H 0.07 1.32 -0.57  0.319
79 H 6.56 1.92 2.62  0.303
80 H 4.77 3.08 4.82  0.378
81 H 3.92 -1.33 -0.04  0.281
82 H 1.54 -1.98 0.12  0.232
83 H 1.98 3.59 -0.41  0.155
84 H -6.50 0.46 5.98  0.299
85 H -1.63 5.41 -3.15  -0.209
86 H 7.61 -3.75 6.89  0.288
87 H -4.85 2.26 5.42  0.307
88 H 7.12 3.03 3.88  0.327
89 H -4.86 1.60 0.90  0.251
90 H 3.82 -3.00 0.53  0.335
91 H 2.35 -0.31 -3.72  0.358
92 H -2.17 -5.37 -2.34  0.309
93 H -1.10 -7.97 -1.08  0.302
94 H 6.93 -5.01 7.91  0.392
95 H -0.63 3.33 -3.66  -0.170
96 H 5.37 1.41 4.73  0.268
97 H -3.59 2.78 -4.56  0.236
98 H 3.67 3.42 -5.99  0.309
99 H 5.80 -6.02 5.88  0.306
100 H -0.61 3.71 -0.10  0.177
101 H -7.70 1.68 6.38  0.311
102 H -11.33 1.29 -5.76  0.312
103 H -10.08 2.35 -3.83  0.305
104 H 1.95 1.26 -0.41  0.030
105 H -12.43 2.28 -4.77  0.368
106 H -11.22 1.61 -2.71  0.318
107 H 1.82 1.12 -6.87  0.282
108 H -5.88 1.25 -3.92  0.128
109 H 5.85 -3.83 7.14  0.323
110 H -6.05 3.50 5.75  0.313
111 H -0.11 -6.77 -1.90  0.302
112 H 1.79 3.51 -2.32  0.280
113 H -1.31 -7.69 -2.83  0.366
114 H 4.22 2.03 3.52  0.232
115 H -6.49 0.61 -1.23  0.288
116 H 1.33 2.49 -5.84  0.154
117 H 0.25 5.23 -0.84  0.358
118 H 3.65 1.80 -5.29  0.191
119 H -2.65 3.10 0.35  0.157
120 H 1.78 2.74 -7.54  0.378
121 H -3.15 -6.61 -1.57  0.317
122 H -12.42 0.51 -4.62  0.300
123 H 1.74 -2.38 1.84  0.479
124 H 1.90 -0.71 1.31  0.254
125 H 6.44 -4.71 4.89  0.111



No. 2
Density functional theory data (ωB97M-V with the def2-TZVPD basis set) for a molecular structure, C38H50AuBCl3N4O3S2.

LUMO	-3.752	eV
net charge	+1
molecular weight	989.12	g/mol
strongest force on any atom	0.00377	hartree/bohr
electronic energy	-4260.11888	Eh

Each line ends with the Mulliken charge.
CARTESIAN COORDINATES (ANGSTROEM)
1 Au -0.38 -0.41 -1.37  1.232
2 Cl -2.07 0.71 -5.36  -0.091
3 Cl -4.36 -0.02 -3.75  -0.085
4 Cl -1.83 -1.35 -3.36  -0.180
5 S -3.19 -2.80 0.15  0.124
6 S 2.93 -6.77 -2.10  -0.301
7 O -1.40 1.25 -1.82  -1.035
8 O -2.32 -1.56 0.10  -0.830
9 O -2.89 2.43 -2.95  -0.543
10 N 0.21 1.15 1.29  0.952
11 N 1.76 1.60 -0.34  0.868
12 N 2.74 -6.38 0.50  -0.303
13 N 0.67 -2.10 -1.05  -0.043
14 C -2.90 -0.09 3.86  -1.416
15 C -3.15 0.79 2.82  -0.115
16 C -4.05 -2.74 1.75  -0.495
17 C 4.24 1.89 -3.73  -1.486
18 C 3.03 2.56 -3.69  -0.583
19 C 1.03 -4.11 0.15  -1.319
20 C -1.60 -0.54 4.06  -0.815
21 C 1.85 2.56 0.68  -1.094
22 C 3.84 -1.17 -0.24  -1.056
23 C 4.45 0.23 -0.34  0.570
24 C 2.10 -3.77 -1.95  -0.619
25 C -5.88 -2.34 0.21  -0.924
26 C 1.88 -4.58 -0.84  1.119
27 C 4.45 0.91 1.03  -1.771
28 C 2.55 -5.92 -0.75  -0.128
29 C -2.62 0.24 -3.76  0.899
30 C 0.17 3.29 -3.84  -2.111
31 C 1.74 0.56 4.15  -1.564
32 C 1.30 4.78 -2.17  -1.647
33 C -3.70 1.89 0.10  -2.043
34 C -2.57 3.62 1.55  -1.726
35 C -4.71 -2.37 -0.77  -0.004
36 C 0.94 3.33 -2.52  2.400
37 C -2.45 2.24 0.90  1.623
38 C 1.50 -2.54 -2.02  -0.704
39 C 3.86 1.04 -1.49  -0.079
40 C -0.85 0.69 2.16  -0.412
41 C 0.42 -2.88 0.01  -0.729
42 C -5.29 -1.88 1.55  0.069
43 C -0.55 -0.15 3.24  0.594
44 C 0.85 -0.59 3.68  0.189
45 C -2.13 1.19 1.96  0.749
46 C 2.20 2.48 -2.57  0.360
47 C 1.58 -1.49 2.69  -1.446
48 C 4.64 1.15 -2.64  -1.235
49 C -2.29 1.41 -2.76  -0.443
50 C 2.62 1.68 -1.50  0.324
51 C 0.94 2.30 1.63  -1.318
52 B 0.67 0.77 0.01  2.264
53 H 3.98 -1.72 -1.18  0.374
54 H -3.40 3.63 2.27  0.365
55 H -0.28 -2.49 0.73  1.032
56 H -5.99 -1.99 2.37  0.483
57 H -2.77 4.38 0.79  0.475
58 H 0.01 2.26 -4.18  0.304
59 H 0.75 2.82 2.55  0.620
60 H -3.65 0.87 -0.29  0.152
61 H -5.00 -0.83 1.49  -0.259
62 H 5.50 0.09 -0.62  0.838
63 H 2.56 0.16 4.75  0.447
64 H 0.67 -1.21 4.57  0.670
65 H 4.87 1.96 -4.61  0.397
66 H -3.69 -0.39 4.53  0.430
67 H 2.60 3.33 0.64  0.703
68 H 4.78 1.95 0.95  0.325
69 H 2.56 -1.76 3.08  0.523
70 H 3.22 -7.26 0.60  0.228
71 H -4.15 1.19 2.69  0.517
72 H -3.82 2.58 -0.74  0.509
73 H -6.66 -1.67 -0.14  0.407
74 H 0.39 5.39 -2.12  0.445
75 H 3.47 0.89 1.49  0.185
76 H 2.75 -4.10 -2.75  0.453
77 H -1.62 2.28 0.19  -0.711
78 H 2.71 -5.77 1.30  0.187
79 H -4.48 -1.37 -1.16  -0.365
80 H 2.78 -1.11 -0.02  -0.163
81 H 1.19 1.27 4.76  0.366
82 H -1.40 -1.19 4.91  0.432
83 H -0.81 3.76 -3.71  0.468
84 H 1.74 -0.98 1.73  0.366
85 H 1.02 -2.41 2.52  0.289
86 H 2.19 1.09 3.31  0.245
87 H 4.32 -1.74 0.56  0.508
88 H -6.31 -3.33 0.32  0.318
89 H 0.29 2.94 -1.74  -0.789
90 H -4.31 -3.77 2.01  0.585
91 H -4.84 -3.05 -1.61  0.581
92 H 1.96 5.21 -2.92  0.371
93 H 5.61 0.65 -2.66  0.448
94 H -3.32 -2.35 2.46  -0.101
95 H 1.67 -1.86 -2.85  0.431
96 H 0.69 3.83 -4.63  0.526
97 H 5.15 0.39 1.69  0.532
98 H 0.77 -4.70 1.02  0.639
99 H 2.73 3.17 -4.53  0.412
100 H -1.66 3.90 2.08  0.298
101 H 1.80 4.85 -1.20  0.292
102 H -4.60 1.98 0.72  0.565



No. 3
Density functional theory data (ωB97M-V with the def2-TZVPD basis set) for 2 unconnected molecules or ions with the total composition C38H50N4OP.

LUMO	-4.484	eV
net charge	+1
molecular weight	609.82	g/mol
strongest force on any atom	0.03209	hartree/bohr
electronic energy	-2113.39263	Eh

Each line ends with the Mulliken charge.
CARTESIAN COORDINATES (ANGSTROEM)
1 P 4.29 -1.27 -3.53  0.008
2 O -1.55 4.92 3.11  -0.700
3 N 3.12 -0.83 -4.60  0.469
4 N -1.32 1.90 1.33  0.342
5 N -2.11 2.68 3.27  0.332
6 N 4.02 0.03 -2.56  0.408
7 C -1.26 -2.79 -0.11  0.698
8 C 5.14 1.43 -0.92  -1.893
9 C -4.21 1.05 2.11  -0.046
10 C 5.16 -1.08 -0.70  -2.158
11 C -2.58 2.72 4.63  -1.036
12 C -1.82 1.42 2.62  0.033
13 C -0.98 1.00 0.36  -1.098
14 C -1.42 -4.62 1.49  -0.747
15 C -1.87 -5.48 0.47  -0.472
16 C 2.67 0.55 -4.47  -0.532
17 C 1.24 3.03 2.56  0.105
18 C -1.98 -4.99 -0.84  -0.644
19 C -0.95 -1.34 -0.48  -0.415
20 C 2.39 2.05 4.92  -0.687
21 C -7.91 -1.07 2.07  -0.410
22 C 3.06 0.21 -0.31  -1.600
23 C 0.57 3.56 1.32  -0.901
24 C -5.44 0.29 2.04  0.761
25 C -1.09 -3.29 1.19  -0.246
26 C -5.52 -1.04 2.53  -0.370
27 C 1.67 3.92 3.56  -0.530
28 C -1.55 3.78 2.66  0.259
29 C -6.61 0.89 1.51  -0.415
30 C -7.82 0.22 1.53  -0.561
31 C 2.24 3.43 4.73  -0.651
32 C 2.00 1.16 3.91  -1.172
33 C 2.28 -1.05 -6.86  -1.699
34 C 4.35 0.14 -1.13  1.873
35 C -1.69 -3.66 -1.12  -0.357
36 C 1.45 1.66 2.73  0.568
37 C 0.94 -1.89 -4.93  -1.672
38 C -3.03 0.54 2.51  -1.087
39 C 3.19 1.07 -3.15  -0.022
40 C -6.75 -1.70 2.56  -0.707
41 C -0.94 3.30 1.34  -0.063
42 C -1.00 -0.33 0.60  0.442
43 C 3.03 -3.08 -5.55  -1.983
44 C 2.36 -1.71 -5.48  1.366
45 H -4.27 2.11 1.83  0.216
46 H 3.04 1.15 -5.30  0.224
47 H 1.52 4.99 3.40  0.393
48 H 3.27 -0.71 -7.19  0.404
49 H -4.62 -1.52 2.91  0.333
50 H -0.69 1.44 -0.61  0.422
51 H -0.69 -2.65 1.97  0.372
52 H 1.91 -1.78 -7.59  0.447
53 H -1.04 0.87 3.18  0.346
54 H 2.56 4.13 5.50  0.395
55 H 0.39 -0.94 -4.91  0.417
56 H 3.32 0.26 0.76  0.472
57 H 2.34 1.31 -2.49  0.003
58 H 0.39 -2.58 -5.58  0.453
59 H 1.00 3.12 0.40  0.120
60 H 0.68 4.65 1.27  0.610
61 H 4.09 -3.01 -5.82  0.479
62 H -1.61 -1.03 -1.32  0.392
63 H 0.96 -2.30 -3.91  0.436
64 H 1.16 0.98 1.92  0.695
65 H -1.79 -3.26 -2.13  0.364
66 H -1.44 3.82 0.51  0.441
67 H -2.82 3.75 4.89  0.371
68 H 2.52 -3.67 -6.32  0.436
69 H 4.50 2.32 -1.01  0.366
70 H -6.52 1.90 1.10  0.367
71 H 1.59 -0.20 -6.85  0.372
72 H -1.03 -0.69 1.62  0.011
73 H -1.33 -4.98 2.51  0.389
74 H -2.14 -6.51 0.70  0.376
75 H 5.47 -0.93 0.34  0.431
76 H 6.06 -1.22 -1.30  0.555
77 H -3.48 2.09 4.71  0.286
78 H 5.57 1.43 0.09  0.453
79 H 2.44 -0.69 -0.47  0.296
80 H -6.80 -2.71 2.96  0.378
81 H -1.82 2.33 5.32  0.336
82 H 2.11 0.09 4.03  0.479
83 H -2.87 -0.52 2.67  0.148
84 H 5.96 1.51 -1.64  0.424
85 H 3.76 2.00 -3.28  0.210
86 H 1.57 0.59 -4.51  0.386
87 H -8.86 -1.59 2.11  0.366
88 H 2.46 1.09 -0.54  0.217
89 H 2.83 1.67 5.84  0.429
90 H -8.72 0.71 1.13  0.373
91 H 0.06 -1.30 -0.86  -0.045
92 H 2.94 -3.62 -4.60  0.476
93 H 4.55 -1.99 -0.74  0.501
94 H -2.29 -5.65 -1.65  0.384



No. 4
Density functional theory data (ωB97M-V with the def2-TZVPD basis set) for a molecular structure, C38H51CaCl3N2O3PSi.

LUMO	2.308	eV
energy relative to the best compared isomer or geometry (same formula, charge and spin)	0.00	kJ/mol
net charge	-1
molecular weight	789.33	g/mol
strongest force on any atom	0.04070	hartree/bohr
electronic energy	-4503.16207	Eh

Each line ends with the Mulliken charge.
CARTESIAN COORDINATES (ANGSTROEM)
1 Ca 1.06 1.20 -0.77  1.044
2 Cl 3.25 2.00 -1.93  -0.692
3 Cl -1.51 0.97 0.11  -0.589
4 Cl -0.18 0.95 -3.16  -0.070
5 P 0.32 -0.12 2.64  1.480
6 Si -0.77 2.94 -3.68  0.052
7 O -0.21 -1.34 -2.08  0.269
8 O 1.14 2.94 0.74  -0.855
9 O 2.35 -0.65 -0.30  -0.078
10 N 2.94 -2.19 -1.89  0.391
11 N 0.15 4.52 2.05  0.435
12 C 0.41 1.56 4.97  -0.485
13 C 0.82 3.92 -3.52  -0.876
14 C -2.22 -1.24 2.89  -0.309
15 C 1.27 4.56 2.99  -0.959
16 C 1.99 -1.26 4.67  0.054
17 C -1.30 -2.91 -3.39  0.635
18 C -0.16 2.50 5.83  -0.774
19 C -0.24 1.21 3.78  0.825
20 C 2.82 -1.76 -0.62  -0.307
21 C -1.36 3.12 5.50  -0.525
22 C -1.72 -2.14 -4.60  -1.837
23 C 4.40 -1.43 4.39  -0.612
24 C 1.89 -0.62 3.42  0.243
25 C 4.31 -0.74 3.17  -0.581
26 C -0.96 5.45 2.23  -0.997
27 C -1.28 -3.03 -0.83  -0.234
28 C -0.79 -4.15 -3.45  0.364
29 C -2.41 -4.47 0.74  -0.511
30 C -2.46 -3.43 -0.19  -0.748
31 C 3.07 -0.32 2.70  -1.062
32 C -1.38 -3.59 4.12  -0.874
33 C 0.20 3.74 0.97  0.554
34 C 3.25 -1.68 5.13  -0.794
35 C -2.06 3.48 -2.45  -0.850
36 C -1.19 -5.04 1.09  -0.738
37 C -0.44 -2.71 3.59  -0.177
38 C 3.19 -3.60 -2.19  -0.833
39 C -2.75 -3.29 4.06  -0.647
40 C -0.05 -3.55 -0.42  0.567
41 C -3.16 -2.12 3.41  -0.899
42 C 2.67 -1.31 -3.03  -0.777
43 C -1.29 -2.12 -2.07  -0.093
44 C -0.84 -1.46 3.10  0.358
45 C 0.00 -4.53 0.57  -0.631
46 C -1.41 1.91 3.42  -0.282
47 C -1.98 2.85 4.27  -0.969
48 C -1.41 2.72 -5.41  -1.005
49 C -0.49 -4.88 -4.71  -1.718
50 H -2.33 2.66 -1.76  0.268
51 H 5.21 -0.53 2.59  0.431
52 H -1.61 3.69 -5.88  0.329
53 H 3.60 -4.09 -1.30  0.300
54 H -3.34 -4.83 1.19  0.382
55 H 3.14 -2.49 0.14  0.269
56 H -1.70 4.33 -1.84  0.206
57 H -1.75 5.18 1.53  0.270
58 H -4.23 -1.90 3.31  0.387
59 H -2.35 2.14 -5.41  0.287
60 H 1.15 4.01 -2.48  0.216
61 H -0.63 6.47 2.02  0.341
62 H -1.37 -5.42 -5.10  0.324
63 H 0.73 4.93 -3.92  0.384
64 H -2.53 -0.37 2.31  0.129
65 H 0.98 -4.88 0.91  0.390
66 H -1.82 3.84 6.19  0.326
67 H -2.91 3.35 3.99  0.501
68 H 3.00 0.22 1.76  0.527
69 H 2.26 -4.12 -2.49  0.205
70 H -0.56 -4.70 -2.54  0.454
71 H -0.67 3.81 0.29  -0.213
72 H 1.63 3.41 -4.06  0.231
73 H 1.11 -1.44 5.28  0.571
74 H 5.37 -1.76 4.75  0.366
75 H 3.90 -3.68 -3.02  0.341
76 H -0.13 -4.21 -5.50  0.358
77 H 0.85 -3.20 -0.93  0.238
78 H 3.31 -2.20 6.08  0.390
79 H -1.34 5.39 3.26  0.352
80 H 1.58 -1.28 -3.22  0.161
81 H 3.02 -0.29 -2.81  0.109
82 H 3.18 -1.72 -3.90  0.329
83 H 0.88 4.81 3.99  0.370
84 H -2.42 -1.35 -4.32  0.297
85 H 0.34 2.74 6.78  0.361
86 H 1.77 3.59 3.01  0.175
87 H 1.99 5.33 2.67  0.319
88 H -2.17 -1.44 -2.05  0.203
89 H -1.86 1.71 2.45  -0.063
90 H -0.69 2.17 -6.04  0.258
91 H -0.85 -1.65 -5.08  0.206
92 H -3.48 -3.98 4.49  0.349
93 H 0.61 -3.01 3.57  0.685
94 H -2.20 -2.79 -5.34  0.479
95 H -3.39 -2.94 -0.47  0.371
96 H 1.36 1.10 5.23  0.349
97 H 0.28 -5.64 -4.53  0.395
98 H -2.97 3.81 -2.97  0.451
99 H -1.16 -5.86 1.82  0.373
100 H -1.06 -4.53 4.58  0.380